ORCA calculation (the ωB97M-V functional and the def2-TZVPD basis) on a single C6H4F3N3O molecule in a non-equilibrium geometry.

```
17
Properties=species:S:1:pos:R:3
C 2.260 1.970 0.022
C 1.377 1.722 1.020
C 1.143 1.731 2.326
C -0.461 0.785 0.558
C -0.020 -0.555 0.026
C 2.047 2.229 3.421
N 2.923 2.117 -0.912
N -0.089 1.196 2.763
N -0.836 0.783 1.894
O -1.209 1.560 -0.240
F 2.995 3.045 2.941
F 1.395 2.900 4.370
F 2.689 1.213 4.028
H 0.634 -1.062 0.730
H 0.511 -0.424 -0.915
H -0.900 -1.180 -0.139
H -1.221 1.232 -1.151
```

Summary:
Energy relative to the best compared isomer or geometry (same formula, charge and spin): 15.59 kcal per mole
Frontier orbital gap: 0.3060 Ha
Calculated total energy: -770.029954 Ha
LUMO energy: -1.464 eV
E_HOMO: -9.8 eV


ORCA calculation (the ωB97M-V functional and the def2-TZVPD basis) on 2 unconnected molecules or ions with the total composition CH8N5 in a non-equilibrium geometry.

```
14
Properties=species:S:1:pos:R:3
C -0.996 -0.084 -0.347
N -1.714 -1.124 -0.672
N -1.213 0.691 0.666
N 1.730 0.506 -1.059
N 1.258 -0.355 -0.186
N 1.320 -0.199 1.099
H -2.610 -1.245 -0.295
H -0.994 1.710 0.462
H -1.340 -1.836 -1.330
H 1.998 -0.033 -1.901
H 2.393 1.181 -0.809
H 1.605 0.657 1.509
H -1.962 0.716 1.294
H 0.525 -0.584 1.568
```

Summary:
Energy relative to the best compared isomer or geometry (same formula, charge and spin): 109.46 kcal per mole
Total charge: +1
Frontier orbital gap (spin up / spin down): 0.2801 / 0.2801 Ha
Calculated total energy: -316.291801 Ha
LUMO energy (spin up / spin down): -4.426 / -4.426 eV
E_HOMO (spin up / spin down): -12.0 / -12.0 eV


ORCA calculation (the ωB97M-V functional and the def2-TZVPD basis) on a molecular structure, C3H4N4O in a non-equilibrium geometry.

```
12
Properties=species:S:1:pos:R:3
C -1.499 0.160 -0.006
C 0.101 0.140 0.015
C 2.090 0.556 -0.164
H -2.881 -1.405 -0.344
H -1.286 -1.867 -0.328
H -1.647 2.000 0.414
H 3.050 1.053 -0.360
N -1.930 -1.140 -0.258
N -2.170 1.147 0.232
N 0.875 1.145 -0.230
N 2.137 -0.721 0.126
O 0.779 -0.993 0.307
```

Summary:
Energy relative to the best compared isomer or geometry (same formula, charge and spin): 40.77 kcal per mole
Frontier orbital gap: 0.3906 Ha
Calculated total energy: -410.938320 Ha
LUMO energy: 0.578 eV
E_HOMO: -10.1 eV


ORCA calculation (the ωB97M-V functional and the def2-TZVPD basis) on a gas-phase ion, C8H5F3N (charge +1) in a non-equilibrium geometry.

```
17
Properties=species:S:1:pos:R:3
C 2.839 -0.225 -2.482
C -0.826 0.081 1.368
C -1.103 -0.556 0.196
C 0.309 1.077 1.440
C -0.640 -0.322 -1.193
C 1.437 0.758 0.937
C 0.538 -0.430 -1.755
C 2.949 0.877 1.064
N 1.753 -0.351 -2.009
F 3.542 1.859 0.288
F 3.334 1.149 2.261
F 3.437 -0.322 0.795
H 3.852 -0.423 -2.094
H -1.261 -0.214 2.412
H -1.921 -1.282 0.296
H 0.122 1.977 2.145
H -1.449 -0.118 -1.787
```

Summary:
Energy relative to the best compared isomer or geometry (same formula, charge and spin): 19.74 kcal per mole
Total charge: +1
Frontier orbital gap (spin up / spin down): 0.2214 / 0.2969 Ha
Calculated total energy: -661.633038 Ha
LUMO energy (spin up / spin down): -7.082 / -5.879 eV
E_HOMO (spin up / spin down): -13.1 / -14.0 eV


ORCA calculation (the ωB97M-V functional and the def2-TZVPD basis) on 2 unconnected molecules or ions with the total composition C6H14NS.

```
22
Properties=species:S:1:pos:R:3
C 2.814 2.679 1.755
C 2.954 1.491 0.841
C 1.877 0.799 0.433
N 1.845 -0.280 -0.424
H 1.768 2.826 2.021
H 3.371 2.526 2.687
H 3.186 3.609 1.312
H 3.942 1.185 0.510
H 0.881 1.087 0.756
H 1.020 -0.876 -0.281
H 2.715 -0.777 -0.505
C -2.098 0.433 -1.868
C -2.428 -1.047 -1.702
C -2.583 -1.461 -0.237
S -1.054 -1.296 0.749
H -2.937 1.047 -1.524
H -1.907 0.696 -2.911
H -1.221 0.670 -1.268
H -3.358 -1.282 -2.238
H -1.619 -1.649 -2.124
H -2.901 -2.506 -0.190
H -3.386 -0.880 0.230
```

Summary:
Energy relative to the best compared isomer or geometry (same formula, charge and spin): 1.53 kcal per mole
Total charge: -1
Frontier orbital gap: 0.2394 Ha
Calculated total energy: -689.972879 Ha
LUMO energy: 3.824 eV
E_HOMO: -2.7 eV


ORCA calculation (the ωB97M-V functional and the def2-TZVPD basis) on a single C6H13BNO5P molecule in a non-equilibrium geometry.

```
27
Properties=species:S:1:pos:R:3
C -3.971 0.942 1.039
O -2.673 0.379 1.242
B -1.674 0.649 0.359
O -1.895 0.661 -1.004
C -0.216 0.893 0.945
O 0.777 0.196 0.181
C 1.131 0.784 -0.983
O 0.955 1.951 -1.207
C 1.764 -0.169 -1.961
C 2.043 -1.576 -1.467
C 2.943 -2.398 -2.286
O 1.457 -2.601 -2.211
P -0.028 0.330 2.679
N 1.391 0.533 3.301
H -4.400 1.129 2.022
H -4.611 0.244 0.501
H -3.917 1.887 0.499
H -1.786 1.525 -1.412
H -0.016 1.970 0.986
H 2.702 0.279 -2.290
H 1.095 -0.257 -2.818
H 2.108 -1.696 -0.394
H 3.333 -3.346 -1.945
H 3.190 -2.095 -3.295
H -0.503 -0.993 2.637
H -1.018 1.112 3.291
H 1.819 -0.335 3.592
```

Summary:
Frontier orbital gap: 0.3342 Ha
Calculated total energy: -1033.581143 Ha
LUMO energy: 0.383 eV
E_HOMO: -8.7 eV


ORCA calculation (the ωB97M-V functional and the def2-TZVPD basis) on a molecular structure, C63H48FGeN3O3P3PdS in a non-equilibrium geometry.

```
124
Properties=species:S:1:pos:R:3
Pd -0.128 -0.072 -0.964
F 0.600 1.428 -5.028
Ge 0.051 0.949 -3.367
C 1.214 -0.644 -3.610
C 1.082 -1.244 -4.869
C 2.017 -2.165 -5.311
C 3.143 -2.443 -4.539
C 3.287 -1.855 -3.296
C 2.291 -1.010 -2.797
P 2.295 -0.392 -1.090
C 2.683 -1.756 0.069
C 3.034 -3.057 -0.281
C 3.241 -4.016 0.704
C 3.115 -3.691 2.048
C 2.777 -2.394 2.407
C 2.554 -1.439 1.423
C 3.782 0.657 -1.010
C 4.826 0.434 -0.120
C 5.925 1.286 -0.114
C 5.982 2.361 -0.986
C 4.937 2.592 -1.875
C 3.841 1.745 -1.887
C 0.498 2.761 -2.673
C 0.749 3.712 -3.678
C 1.022 5.034 -3.369
C 1.053 5.454 -2.047
C 0.795 4.540 -1.049
C 0.527 3.197 -1.344
P 0.072 2.122 0.053
C -1.214 3.181 0.838
C -2.198 3.720 0.004
C -3.145 4.598 0.501
C -3.130 4.953 1.845
C -2.171 4.414 2.684
C -1.215 3.533 2.185
C 1.452 2.186 1.248
C 1.293 1.487 2.449
C 2.302 1.462 3.400
C 3.504 2.113 3.148
C 3.687 2.777 1.945
C 2.669 2.815 0.999
C -1.821 0.712 -3.918
C -2.136 1.081 -5.230
C -3.414 0.893 -5.733
C -4.402 0.316 -4.944
C -4.108 -0.054 -3.645
C -2.829 0.157 -3.119
P -2.460 -0.288 -1.401
C -3.582 0.664 -0.328
C -3.316 0.649 1.043
C -4.207 1.206 1.946
C -5.368 1.810 1.481
C -5.619 1.872 0.119
C -4.730 1.304 -0.784
C -3.167 -1.990 -1.261
C -3.770 -2.451 -0.090
C -4.238 -3.756 0.003
C -4.107 -4.625 -1.070
C -3.499 -4.182 -2.236
C -3.032 -2.878 -2.328
H 0.266 -0.957 -5.521
H 1.900 -2.625 -6.285
H 3.909 -3.109 -4.916
H 4.171 -2.056 -2.702
H 3.120 -3.346 -1.318
H 3.504 -5.027 0.416
H 3.277 -4.445 2.809
H 2.681 -2.125 3.452
H 2.289 -0.427 1.712
H 4.788 -0.395 0.572
H 6.740 1.105 0.576
H 6.843 3.018 -0.981
H 4.979 3.429 -2.561
H 3.029 1.932 -2.581
H 0.738 3.407 -4.711
H 1.209 5.740 -4.169
H 1.262 6.488 -1.799
H 0.778 4.872 -0.018
H -2.209 3.471 -1.052
H -3.891 5.016 -0.164
H -3.863 5.650 2.233
H -2.147 4.692 3.731
H -0.451 3.163 2.852
H 0.369 0.950 2.641
H 2.154 0.930 4.332
H 4.298 2.091 3.885
H 4.629 3.267 1.732
H 2.840 3.323 0.060
H -1.364 1.507 -5.858
H -3.638 1.184 -6.752
H -5.395 0.151 -5.343
H -4.873 -0.519 -3.036
H -2.396 0.200 1.405
H -3.990 1.184 3.008
H -6.065 2.251 2.181
H -6.510 2.366 -0.247
H -4.941 1.363 -1.843
H -3.902 -1.793 0.756
H -4.713 -4.090 0.917
H -4.482 -5.639 -1.000
H -3.394 -4.850 -3.083
H -2.556 -2.551 -3.246
O 1.916 -9.204 2.706
S 0.499 -8.994 2.984
O 0.133 -7.819 3.707
O -0.363 -10.136 3.015
C 0.295 -8.431 0.999
N 0.242 -9.414 0.163
C 0.004 -9.012 -1.090
C -0.131 -7.669 -1.410
C -0.014 -6.739 -0.391
N 0.211 -7.160 0.863
C -0.094 -5.264 -0.588
C 0.056 -4.683 -1.836
C 0.031 -3.303 -1.940
N -0.138 -2.504 -0.885
C -0.311 -3.072 0.310
C -0.292 -4.438 0.507
H -0.070 -9.788 -1.842
H -0.315 -7.371 -2.432
H 0.226 -5.272 -2.728
H 0.171 -2.825 -2.898
H -0.443 -2.400 1.150
H -0.411 -4.857 1.497
```

Summary:
Total charge: +1
Multiplicity: 3
Frontier orbital gap (spin up / spin down): 0.2181 / 0.2064 Ha
Calculated total energy: -6546.273776 Ha
<S²>: 2.01
LUMO energy (spin up / spin down): -3.157 / -5.376 eV
E_HOMO (spin up / spin down): -9.1 / -11.0 eV


Which of these has the highest calculated total energy? CH8N5


Which of these has the lowest calculated total energy? C63H48FGeN3O3P3PdS


Which of these has the highest calculated total energy? CH8N5


Among the records above, which one has the highest calculated total energy? CH8N5